Computed, not measured: one molecule with the formula C22H30N2O2S2, with the ωB97M-V functional and the def2-TZVPD basis.

Values from the calculation:
Frontier orbital gap = 9.2 eV
SMILES string = CC[C@@](C)(C(=O)NC1CCCCC1)N(Cc1cccs1)C(=O)Cc1cccs1
Highest occupied orbital energy = -0.320 Eh
ΔE to the lowest compared entry with this formula, charge and spin = 1.93 kJ/mol

```
58
Properties=species:S:1:pos:R:3:forces:R:3
C 3.27523 -2.64365 -2.68043 -0.06 -0.02 0.12
C 2.70241 -2.41500 -1.28703 -0.18 0.05 -0.27
C 1.92243 -1.09800 -1.10820 0.06 -0.47 -0.18
C 2.67592 0.09367 -1.70696 0.00 -0.10 0.13
C 0.57362 -1.14551 -1.87169 0.31 0.41 0.20
O 0.37178 -1.89463 -2.79882 0.01 -0.33 -0.28
N -0.25577 -0.13094 -1.53892 -0.26 0.44 0.11
C -1.60074 -0.03901 -2.07140 -0.27 -0.13 -0.39
C -1.78003 1.26148 -2.86273 0.17 -0.06 0.11
C -1.77648 2.48488 -1.95061 -0.34 -0.03 -0.17
C -2.85939 2.35657 -0.88429 0.29 0.03 0.16
C -2.65018 1.09102 -0.05891 -0.33 -0.01 -0.20
C -2.63903 -0.14746 -0.95221 0.22 -0.03 0.09
N 1.65601 -0.92660 0.33720 0.09 0.19 -0.39
C 2.62322 -0.23147 1.16965 0.08 0.00 0.14
C 2.05197 0.99222 1.82367 0.18 0.12 0.44
C 1.26291 1.96409 1.29159 0.13 -0.22 -0.03
C 0.92604 2.97787 2.21687 0.03 0.15 0.15
C 1.46902 2.76764 3.44008 0.22 -0.19 0.14
S 2.39730 1.32421 3.49196 -0.25 0.18 -0.52
C 0.66944 -1.70454 0.85544 -0.05 -0.10 0.53
O -0.05227 -2.37660 0.14513 -0.03 -0.30 0.10
C 0.44101 -1.70286 2.36873 -0.01 -0.13 -0.25
C -0.94120 -1.21716 2.65299 -0.10 0.41 0.29
C -2.11936 -1.84645 2.40212 0.18 0.00 0.02
C -3.24580 -1.08787 2.79480 -0.13 0.09 0.07
C -2.90858 0.10780 3.33682 0.38 0.21 0.11
S -1.20456 0.34010 3.37226 -0.29 -0.55 -0.16
H 4.03760 -1.90901 -2.92772 0.12 0.05 -0.07
H 2.47957 -2.59836 -3.41675 0.02 -0.02 -0.09
H 3.72982 -3.63075 -2.72261 0.10 -0.07 -0.06
H 2.01633 -3.23050 -1.05330 0.04 0.02 0.10
H 3.51446 -2.42819 -0.55232 -0.04 0.05 0.05
H 2.27933 1.03644 -1.33968 -0.03 0.11 0.00
H 3.74305 0.04790 -1.49751 0.09 0.02 0.01
H 2.54845 0.07201 -2.78652 0.04 0.02 -0.06
H -0.09242 0.34921 -0.66880 0.13 -0.14 0.03
H -1.70165 -0.89177 -2.75159 0.00 0.16 0.13
H -2.73159 1.21288 -3.39521 -0.07 0.02 -0.07
H -0.98244 1.34102 -3.60349 -0.03 -0.06 -0.07
H -1.94415 3.38557 -2.54531 0.11 0.03 0.02
H -0.80006 2.58569 -1.47166 0.13 0.06 0.04
H -2.84840 3.23227 -0.23119 -0.09 0.04 -0.01
H -3.83725 2.31307 -1.36920 -0.10 0.04 -0.02
H -1.70965 1.16860 0.49342 0.06 0.00 0.14
H -3.44694 0.99370 0.68130 0.13 -0.01 0.06
H -2.42409 -1.03777 -0.35807 -0.06 -0.05 -0.04
H -3.62450 -0.27104 -1.40505 -0.08 -0.02 -0.04
H 3.46325 0.06100 0.53768 -0.07 -0.12 0.11
H 3.02610 -0.90054 1.93860 0.04 0.06 -0.13
H 0.93152 1.97587 0.26855 -0.06 -0.05 -0.22
H 0.30730 3.82261 1.97415 -0.12 0.17 -0.01
H 1.38518 3.36778 4.32341 -0.07 0.18 0.17
H 1.15943 -1.10834 2.92297 0.03 -0.11 0.02
H 0.52120 -2.74795 2.68243 0.08 0.09 -0.01
H -2.17553 -2.81758 1.94543 0.03 -0.19 -0.10
H -4.26049 -1.42449 2.67948 -0.19 -0.03 -0.01
H -3.54835 0.87691 3.72148 -0.20 0.12 0.06
```
Forces are in eV/Å.


Computed, not measured: a 8-piece molecular cluster, C23H52Cl14N4O5P overall in a non-equilibrium geometry, with the ωB97M-V functional and the def2-TZVPD basis.

Values from the calculation:
Frontier orbital gap = 8.4 eV
Highest occupied orbital energy = -0.437 Eh
ΔE to the lowest compared entry with this formula, charge and spin = 205.82 kJ/mol
Net charge = +1

```
99
Properties=species:S:1:pos:R:3:forces:R:3
C 2.69885 0.43539 -1.26905 -0.78 -0.39 0.17
C 2.52738 0.05481 0.27375 2.02 0.80 -0.60
O 1.13241 -0.27966 0.50631 -0.09 -0.28 2.93
C 0.90187 -0.56072 1.87700 0.91 -0.77 1.64
O 1.79082 -0.77422 2.71160 -1.97 0.84 -2.73
C -0.61579 -0.64640 2.33728 -0.05 -0.44 -0.94
C -1.49818 -1.26656 1.14613 -0.13 0.94 0.55
C -2.16982 -0.06528 0.28321 2.64 -1.20 0.47
N -3.54845 -0.43515 -0.20257 -0.36 -0.80 0.04
C -4.53567 0.70201 -0.25996 -1.61 1.27 0.18
C -3.99351 2.06596 -0.91641 -1.04 1.38 -0.20
N -3.39360 3.00291 0.10714 0.42 -1.69 -0.51
N -5.21907 2.77992 -1.41702 0.53 -1.41 0.37
N -3.11871 1.90358 -2.09308 -0.08 -0.10 1.30
C -3.47941 -1.24479 -1.49485 -2.01 0.21 -1.31
P -3.22305 -3.09325 -1.22350 4.75 -3.92 -1.49
O -1.71879 -3.35671 -1.43266 -3.90 0.84 1.10
O -4.04069 -4.04480 -2.38353 0.55 1.99 2.15
O -3.72016 -3.66551 0.29235 -0.59 2.45 -2.16
H 2.94936 1.53629 -1.41482 -0.14 -1.55 0.21
H 1.69431 0.24122 -1.79364 1.51 0.24 0.69
H 3.46694 -0.25780 -1.75098 -0.99 1.18 0.59
H 3.24736 -0.79663 0.53358 -1.46 1.05 -0.26
H 2.83413 0.92697 0.95426 -0.65 -1.22 -0.99
H -0.94555 0.38593 2.67918 0.34 -1.13 -0.56
H -0.75544 -1.34167 3.23274 0.85 1.08 -1.25
H -2.30479 -1.90500 1.63564 0.88 0.73 -0.72
H -0.81369 -1.91624 0.51755 -1.20 0.71 0.56
H -1.51128 0.03332 -0.63985 -0.94 0.34 1.31
H -2.13142 0.84665 0.94964 -0.64 -0.98 -1.15
H -3.92560 -1.10602 0.49903 0.34 0.74 -0.30
H -5.48503 0.39046 -0.82589 1.61 0.16 0.65
H -4.88316 0.91289 0.81103 0.68 -0.35 -1.37
H -3.76290 2.74366 1.03821 0.56 0.43 -0.69
H -2.36769 2.94631 0.10196 -0.52 0.09 0.28
H -5.93642 2.77902 -0.67839 0.45 0.42 -0.49
H -4.93060 3.73657 -1.66108 -0.27 -0.60 0.38
H -2.13442 1.76167 -1.85031 -0.55 -0.04 -0.27
H -3.46919 1.21506 -2.76450 0.15 0.55 0.28
H -2.71050 -0.81807 -2.23332 -0.93 -1.13 1.48
H -4.49619 -1.12854 -2.02266 1.42 -0.05 0.77
H -3.57276 -4.91118 -2.44978 -0.15 0.84 0.20
H -4.54465 -3.19814 0.57785 0.51 -0.98 -0.09
Cl 2.12053 2.11202 7.66193 -0.02 0.06 0.03
C 2.19115 0.62274 6.68626 0.02 -0.21 -0.16
C 1.11535 0.58511 5.62145 0.28 -0.07 -0.02
Cl -0.51785 0.41299 6.31798 -0.15 0.01 0.01
H 2.11660 -0.22975 7.36265 -0.07 0.14 -0.03
H 3.17617 0.59869 6.21615 -0.12 0.03 -0.05
H 1.27143 -0.27387 4.96756 0.06 0.07 0.08
H 1.12736 1.48643 5.00808 -0.07 -0.22 0.24
Cl -4.65546 -1.46999 -7.22159 -0.30 -0.33 0.53
C -3.22487 -2.47117 -6.88055 0.11 0.03 -0.05
C -2.99668 -2.65496 -5.39525 -0.16 -0.60 -0.27
Cl -2.50269 -1.13570 -4.59930 0.08 0.26 -0.14
H -2.36335 -2.00774 -7.36568 -0.10 0.04 0.06
H -3.39773 -3.44125 -7.34997 0.01 0.04 0.16
H -2.19269 -3.37390 -5.22907 0.03 0.15 -0.02
H -3.89217 -3.02367 -4.89396 0.07 0.17 -0.05
Cl -3.02114 0.17817 -9.19986 0.39 0.30 -0.40
C -2.07117 1.20328 -8.09806 0.05 0.16 0.06
C -0.59190 1.17451 -8.42160 -0.09 0.26 -0.01
Cl 0.14086 -0.41118 -8.06889 -0.01 -0.08 0.01
H -2.26466 0.87241 -7.07575 0.04 -0.07 -0.11
H -2.45352 2.22025 -8.20402 0.10 -0.07 -0.05
H -0.06496 1.90924 -7.81057 -0.08 -0.08 0.01
H -0.40648 1.40730 -9.47072 -0.07 -0.13 0.10
Cl 1.97211 2.64002 3.00026 0.02 0.04 -0.33
C 2.46623 3.85187 4.21287 0.03 0.30 0.32
C 2.40363 5.26389 3.67009 -0.14 -0.06 0.19
Cl 3.64213 5.56008 2.42359 0.01 -0.02 -0.07
H 3.46993 3.59823 4.55583 -0.21 0.02 -0.22
H 1.78271 3.74983 5.05857 0.01 0.06 -0.08
H 2.58783 5.97716 4.47496 0.04 -0.14 -0.01
H 1.42754 5.48393 3.23571 0.14 -0.06 -0.03
Cl -1.77461 -5.91847 3.18753 -0.06 0.05 0.02
C -0.74840 -4.86533 2.18332 0.19 0.02 -0.11
C 0.54375 -4.48922 2.87970 0.07 -0.05 -0.25
Cl 0.27183 -3.40757 4.27013 -0.04 -0.18 0.18
H -1.33042 -3.98317 1.91411 0.06 -0.11 0.08
H -0.52721 -5.41827 1.26846 0.05 0.07 0.09
H 1.19529 -3.95387 2.18588 -0.09 -0.02 0.01
H 1.07750 -5.37034 3.23758 -0.14 0.09 0.03
Cl 2.57183 -3.19649 -0.36601 -0.12 -0.05 -0.01
C 3.41155 -4.26235 -1.52053 0.20 -0.27 -0.17
C 3.89798 -3.51037 -2.74204 0.12 -0.08 0.08
Cl 2.55233 -2.95123 -3.76668 -0.04 0.06 0.03
H 2.73177 -5.07115 -1.79131 0.00 0.18 -0.01
H 4.26151 -4.69614 -0.99053 -0.04 0.11 -0.06
H 4.51400 -4.16638 -3.35896 -0.08 -0.01 0.09
H 4.49628 -2.64113 -2.46547 -0.13 -0.07 0.01
Cl 5.66208 4.12298 5.61172 0.08 0.01 0.17
C 6.68149 5.17485 4.59679 0.22 0.17 -0.27
C 7.97963 5.54730 5.28274 0.04 -0.10 -0.10
Cl 7.71799 6.62841 6.67333 -0.02 -0.03 0.01
H 6.09915 6.05828 4.33260 0.04 -0.10 0.13
H 6.89294 4.62114 3.68013 0.02 0.02 0.11
H 8.62646 6.08087 4.58451 -0.13 -0.03 0.00
H 8.51377 4.66447 5.63637 -0.13 0.08 0.02
```
Forces are in eV/Å.


Computed, not measured: one molecule with the formula C2H8N2P2 in a non-equilibrium geometry, with the ωB97M-V functional and the def2-TZVPD basis.

Values from the calculation:
Frontier orbital gap = 9.1 eV
SMILES string = C=NP(C)NP
Highest occupied orbital energy = -0.298 Eh
ΔE to the lowest compared entry with this formula, charge and spin = 8.49 kJ/mol

```
14
Properties=species:S:1:pos:R:3:forces:R:3
C 2.19730 -0.40790 -1.17322 1.28 -1.88 -1.38
N 1.12349 -0.16895 -0.61324 -0.58 1.19 1.41
P -0.14194 -1.22802 -0.19159 -0.84 -1.15 -1.10
C -0.74419 -0.41280 1.33351 0.88 1.87 0.09
N -1.27207 -0.51693 -1.30663 -0.16 0.39 0.71
P -1.81277 1.12137 -1.39011 -0.41 0.34 -0.79
H 2.80486 0.45569 -1.39048 0.67 0.09 -0.26
H 2.56793 -1.44642 -1.56494 -0.62 1.50 0.80
H -0.48399 0.64812 1.05136 -0.43 -0.64 0.73
H -0.26903 -0.60706 2.34372 -0.48 -0.24 -1.48
H -1.83214 -0.47124 1.36706 0.06 -0.25 0.18
H -1.31580 -0.78213 -2.26516 0.39 -1.46 -0.20
H -3.22636 0.82554 -1.40255 0.40 0.30 -0.19
H -1.72441 1.25523 -2.88646 -0.17 -0.07 1.48
```
Forces are in eV/Å.